ORCA calculation (ωB97M-V with the def2-TZVPD basis set) on C31H30BN8O2PdSe as an isolated structure.

Positions of all 74 atoms, in Å:
Pd1 1.2561 0.3637 -0.2377
C1 0.9122 2.0764 -2.7372
N1 0.0710 1.4202 -1.6673
C2 -0.7783 2.4100 -0.9220
C3 0.0329 2.8721 0.2341
N2 1.0067 2.0901 0.6732
C4 1.6105 2.7196 1.7642
C5 2.7140 2.3938 2.5465
C6 3.0542 3.2797 3.5464
C7 2.3314 4.4660 3.7618
C8 1.2592 4.8136 2.9694
C9 0.9202 3.9167 1.9626
N3 -0.0619 3.9740 0.9715
C10 2.3082 1.5457 -2.7391
N4 2.8959 1.1663 -1.6325
C11 4.1586 0.7105 -2.0069
C12 5.1980 0.1878 -1.2371
C13 6.3538 -0.1667 -1.9001
C14 6.4854 -0.0007 -3.2914
C15 5.4697 0.5245 -4.0616
C16 4.3028 0.8693 -3.3861
N5 3.0924 1.4008 -3.8235
H1 0.9301 3.1475 -2.5302
H2 0.4245 1.9303 -3.7012
H3 -0.5656 0.7659 -2.1216
H4 -1.6767 1.9007 -0.5680
H5 -1.0841 3.2199 -1.5853
H6 3.3082 1.5114 2.3516
H7 3.9084 3.0694 4.1751
H8 2.6365 5.1291 4.5592
H9 0.7176 5.7377 3.1196
H10 -0.7193 4.7288 0.8330
H11 5.1177 0.1068 -0.1595
H12 7.1923 -0.5599 -1.3417
H13 7.4155 -0.2811 -3.7661
H14 5.5837 0.6646 -5.1279
H15 2.8704 1.6728 -4.7695
C17 -6.2310 -3.2586 2.2191
C18 -6.1327 -1.8317 1.6541
C19 -7.2847 -1.5861 0.6697
C20 -6.2562 -0.8327 2.8043
C21 -4.7944 -1.7032 0.9284
C22 -4.5887 -2.4155 -0.2647
C23 -3.3968 -2.3958 -0.9783
C24 -2.4042 -1.6140 -0.4410
O1 -1.0754 -1.3944 -0.9237
B1 -0.5765 -0.5767 0.0221
O2 -1.3815 -0.2005 1.0290
C25 -2.5830 -0.9072 0.7269
C26 -3.7531 -0.9243 1.4443
H16 -7.1829 -3.3845 2.7357
H17 -5.4295 -3.4572 2.9328
H18 -6.1794 -4.0085 1.4288
H19 -8.2313 -1.6114 1.2092
H20 -7.3395 -2.3491 -0.1068
H21 -7.1973 -0.6096 0.1899
H22 -7.2416 -0.9303 3.2578
H23 -6.1548 0.1992 2.4601
H24 -5.5246 -1.0194 3.5933
H25 -5.3945 -3.0232 -0.6525
H26 -3.2675 -2.9618 -1.8900
H27 -3.8541 -0.3625 2.3609
Se1 3.2685 -1.4750 2.5869
N6 3.7648 -2.9112 1.7273
C27 3.2625 -2.9070 0.4995
C28 3.3455 -3.8747 -0.5486
C29 2.6602 -3.6054 -1.7004
C30 1.8935 -2.4127 -1.8678
N7 1.8260 -1.5034 -0.9235
C31 2.4955 -1.7578 0.2254
N8 2.3486 -0.8457 1.1639
H28 3.9178 -4.7847 -0.4209
H29 2.6764 -4.3069 -2.5228
H30 1.3440 -2.2342 -2.7833

Cartesian forces, eV/Å:
Pd 0.16 0.28 -0.78
C 0.02 0.08 0.02
N 0.15 -0.21 0.12
C -0.07 -0.01 -0.01
C -0.01 -0.08 -0.01
N -0.30 -0.04 0.14
C 0.01 0.04 -0.05
C 0.02 -0.03 0.00
C 0.01 -0.01 0.00
C 0.00 0.00 0.00
C 0.00 0.00 0.00
C 0.00 0.00 0.00
N 0.01 0.03 -0.02
C -0.04 0.00 -0.01
N 0.09 -0.20 0.20
C 0.04 0.09 0.03
C 0.00 -0.02 0.00
C 0.00 0.00 0.00
C 0.00 0.00 0.00
C 0.00 -0.01 0.00
C 0.02 0.01 0.00
N -0.02 0.02 0.01
H 0.02 0.00 0.00
H -0.02 0.01 0.01
H 0.12 -0.08 -0.02
H -0.02 -0.01 0.00
H 0.00 -0.01 0.00
H -0.02 0.01 0.01
H 0.00 0.00 0.00
H 0.00 0.00 0.00
H 0.00 0.00 0.00
H -0.01 -0.01 0.01
H 0.00 0.00 0.00
H 0.00 0.00 0.00
H 0.00 0.00 0.00
H 0.00 0.00 0.00
H 0.01 0.01 0.00
C -0.02 0.02 -0.01
C 0.01 -0.03 0.00
C -0.02 0.00 0.00
C 0.01 -0.01 0.02
C 0.01 -0.02 0.01
C 0.01 -0.03 0.01
C 0.00 0.01 0.00
C 0.02 0.00 0.00
O 0.00 0.03 -0.08
B 0.14 0.34 0.72
O -0.06 -0.10 0.01
C 0.03 0.01 -0.02
C -0.05 0.01 -0.02
H 0.00 0.00 0.00
H 0.00 0.00 0.00
H 0.00 0.00 -0.01
H 0.00 -0.01 0.00
H 0.01 0.02 0.00
H 0.00 0.00 0.01
H 0.00 0.00 0.00
H 0.00 0.00 0.00
H 0.01 0.01 -0.01
H 0.01 0.01 0.01
H 0.00 0.00 0.00
H 0.00 0.00 0.01
Se 0.03 0.03 0.01
N -0.03 -0.03 -0.01
C 0.03 0.02 0.04
C 0.00 0.00 -0.03
C 0.00 0.00 0.02
C 0.10 0.00 0.03
N -0.12 -0.13 -0.19
C -0.10 -0.13 -0.02
N -0.17 0.10 -0.17
H 0.00 0.00 0.00
H 0.00 0.00 0.00
H 0.01 -0.01 -0.01

Properties
total charge = +3
strongest force on any atom = 0.84 eV/A
lowest unoccupied orbital energy = -0.403 Eh
energy above the lowest of the compared OMol25 structures with the same formula, charge and spin = 0.666 eV

Mulliken population analysis, charges in e, atoms 1 to 8: 0.31 -0.61 -0.20 -1.10 0.13 0.68 0.26 -0.58

=====

ORCA calculation (ωB97M-V with the def2-TZVPD basis set) on C31H30Cl2F6N5ORbSb as an isolated structure.

Positions of all 77 atoms, in Å:
Rb1 1.0585 1.3530 0.8797
C1 -3.5647 -0.5016 -0.3529
C2 -3.9796 0.8773 0.1691
C3 -2.8100 1.7834 0.5775
N1 -1.7947 1.8587 -0.4556
C4 -1.9251 2.6666 -1.4503
C5 -2.9767 3.6518 -1.5905
C6 -3.4058 4.3741 -2.6790
C7 -3.0313 4.3350 -4.0254
C8 -2.0170 3.5219 -4.5335
C9 -1.0836 2.7312 -3.9020
C10 -0.8053 2.5450 -2.4884
N2 0.3262 2.1452 -2.0169
C11 1.4550 1.9740 -2.9043
C12 1.6141 0.5057 -3.3327
C13 2.3094 -0.4037 -2.2973
N3 1.3946 -0.9550 -1.3002
C14 0.7361 -2.0179 -1.5100
C15 0.8067 -2.7907 -2.7558
C16 0.5919 -4.1219 -2.9367
C17 0.2428 -5.1074 -1.9845
C18 -0.1406 -4.9385 -0.6427
C19 -0.3727 -3.7815 0.0492
C20 -0.2232 -2.3987 -0.3954
N4 -0.8156 -1.4076 0.1352
C21 -1.7451 -1.4983 1.2401
C22 -3.1877 -1.5424 0.7113
H1 -2.7222 -0.3564 -1.0324
H2 -4.3814 -0.9122 -0.9545
H3 -4.6597 0.7698 1.0249
H4 -4.5407 1.3894 -0.6187
H5 -2.3386 1.3783 1.4797
H6 -3.2195 2.7561 0.8791
H7 -3.5203 3.8472 -0.6746
H8 -4.2192 5.0638 -2.4547
H9 -3.5906 4.9442 -4.7255
H10 -1.9290 3.5239 -5.6200
H11 -0.4007 2.2137 -4.5643
H12 2.3613 2.2732 -2.3664
H13 1.4129 2.6099 -3.7967
H14 2.2015 0.4636 -4.2569
H15 0.6231 0.1001 -3.5606
H16 3.0453 0.1920 -1.7531
H17 2.8637 -1.1990 -2.8077
H18 1.1072 -2.2246 -3.6279
H19 0.7537 -4.4883 -3.9452
H20 0.2556 -6.1296 -2.3445
H21 -0.3350 -5.8556 -0.0966
H22 -0.7448 -3.8935 1.0589
H23 -1.5782 -0.6125 1.8545
H24 -1.5831 -2.3627 1.8945
H25 -3.8481 -1.4500 1.5813
H26 -3.3547 -2.5443 0.2984
Cl1 -1.3642 0.6289 6.1680
C23 -0.0619 -0.3584 5.5365
C24 0.5747 -1.2418 6.4032
C25 1.5873 -2.0565 5.9773
Cl2 2.3546 -3.1579 7.1177
C26 2.0098 -2.0197 4.6276
C27 3.0446 -2.8227 4.0969
C28 3.3710 -2.7290 2.7749
C29 2.6551 -1.8287 1.9630
N5 1.7028 -1.0577 2.4254
C30 1.3619 -1.1267 3.7365
C31 0.2685 -0.2228 4.1627
O1 -0.2899 0.5583 3.3650
H27 0.2547 -1.2809 7.4371
H28 3.5695 -3.5049 4.7532
H29 4.1627 -3.3332 2.3495
H30 2.8747 -1.7386 0.9023
F1 3.7178 1.7373 0.2934
Sb1 3.9539 3.5795 0.7336
F2 3.8487 3.9789 -1.1016
F3 2.0784 3.7790 0.8853
F4 4.1871 5.3951 1.1612
F5 4.0000 3.1106 2.5570
F6 5.8230 3.3577 0.5953

Cartesian forces, eV/Å:
Rb -1.01 -0.48 -0.26
C 0.11 0.04 0.01
C -0.01 0.01 -0.01
C 0.08 -0.09 0.07
N 0.00 0.04 0.34
C 0.14 -0.01 -0.31
C 0.14 -0.10 -0.09
C -0.07 0.05 0.01
C 0.09 -0.10 0.10
C 0.01 -0.04 -0.09
C -0.07 0.07 0.20
C -0.18 -0.11 0.09
N 0.13 0.09 0.04
C 0.00 -0.09 0.10
C -0.02 -0.06 0.00
C -0.14 -0.02 0.08
N 0.43 0.50 0.00
C -0.24 -0.29 -0.06
C -0.05 0.11 0.21
C -0.04 -0.11 0.11
C 0.00 0.05 -0.01
C 0.02 0.05 -0.12
C 0.09 0.16 -0.10
C 0.15 -0.24 -0.06
N -0.15 0.18 0.11
C 0.05 0.10 -0.13
C 0.02 -0.01 0.06
H -0.01 -0.05 -0.02
H -0.07 0.00 0.07
H 0.00 -0.02 -0.03
H 0.03 0.00 -0.03
H 0.02 -0.01 -0.05
H 0.01 0.05 -0.02
H -0.01 0.02 0.00
H 0.00 0.01 0.00
H -0.01 0.01 0.00
H -0.01 0.00 0.00
H -0.01 0.00 -0.02
H -0.03 0.00 0.02
H -0.06 0.01 -0.04
H 0.04 0.03 0.03
H 0.02 0.01 -0.05
H 0.00 0.00 0.00
H -0.03 -0.06 -0.05
H 0.00 0.02 0.00
H -0.01 -0.05 -0.01
H 0.00 -0.02 0.00
H 0.01 -0.03 -0.02
H 0.01 0.00 0.01
H -0.01 0.00 -0.02
H 0.00 -0.04 0.01
H -0.05 -0.01 -0.04
H 0.02 0.01 -0.03
Cl 0.10 -0.06 -0.04
C -0.04 -0.05 0.01
C -0.12 0.07 0.12
C 0.10 -0.05 -0.11
Cl -0.05 0.07 -0.05
C 0.03 -0.06 0.06
C 0.00 0.00 0.06
C -0.05 -0.01 -0.08
C 0.03 0.00 0.04
N -0.05 -0.17 0.28
C -0.04 0.06 -0.19
C 0.05 -0.04 -0.03
O 0.02 0.02 0.04
H 0.00 0.01 -0.01
H 0.00 0.00 0.00
H -0.01 0.01 -0.01
H 0.02 0.01 0.02
F 0.08 -0.02 -0.04
Sb 0.25 0.01 -0.03
F 0.03 0.10 -0.23
F 0.02 0.32 -0.02
F 0.07 0.29 0.05
F 0.06 -0.08 0.17
F 0.18 -0.03 0.00

Properties
spin multiplicity = 2
total charge = -2
strongest force on any atom = 1.15 eV/A
⟨S²⟩ = 0.82
lowest unoccupied orbital energy (alpha / beta) = 0.135 / 0.087 Eh
energy above the lowest of the compared OMol25 structures with the same formula, charge and spin = 0.209 eV

Mulliken population analysis, charges in e, atoms 1 to 8: 0.77 -0.47 -0.72 -0.92 -0.09 0.63 -0.66 -0.31

=====

| no. | electronic energy (eV) |
| --- | --- |
| 1 | -118128.969 |
| 2 | -90679.620 |